Entry 1:
Computed, not measured: an isolated ion of composition C4H8NO2 and charge +1 in a non-equilibrium geometry, with ωB97M-V/def2-TZVPD.

Positions of all 15 atoms, in Å:
C -0.356 1.501 -0.399
C 0.835 0.505 -0.246
C -0.118 -0.453 0.527
C -0.357 -1.863 0.069
N -1.257 0.549 0.135
O -2.424 0.450 0.137
O 1.872 0.981 0.526
H -0.223 2.355 0.282
H -0.642 1.920 -1.371
H 1.152 0.075 -1.200
H 0.036 -0.376 1.608
H -0.437 -1.915 -1.015
H -1.265 -2.269 0.511
H 0.477 -2.482 0.392
H 2.706 1.021 0.043

**Net charge**: +1
**Structure (SMILES)**: C[C@H]1[C@H](O)C[N+]1=O
**HOMO**: -0.571 Eh
**Relative energy (zero: lowest compared OMol25 entry of this formula, charge and spin)**: 382.8 kJ/mol
**Total energy**: -362.067691 Eh

Atomic partial charges in e from the Löwdin method, atoms 1 to 5: 0.022 -0.287 -0.133 -0.002 -0.076



Entry 2:
Computed, not measured: one molecule with the formula C3H4OS in a non-equilibrium geometry, with ωB97M-V/def2-TZVPD.

Positions of all 9 atoms, in Å:
C -0.019 1.121 0.611
C 0.384 -0.294 0.272
C -0.318 -0.712 -0.929
H 0.505 1.851 -0.086
H 1.449 -0.481 0.245
H -0.016 -0.964 1.056
H -0.432 0.143 -1.646
O -0.596 1.413 1.642
S -0.956 -2.077 -1.165

**Net charge**: 0
**Structure (SMILES)**: O=CCC=S
**HOMO**: -0.331 Eh
**Relative energy (zero: lowest compared OMol25 entry of this formula, charge and spin)**: 131.9 kJ/mol
**Total energy**: -590.074421 Eh

Atomic partial charges in e from the Löwdin method, atoms 1 to 5: -0.259 -0.263 -0.794 0.139 0.128



Entry 3:
Computed, not measured: one molecule with the formula C24H23FN6O5S in a non-equilibrium geometry, with ωB97M-V/def2-TZVPD.

Positions of all 60 atoms, in Å:
C -6.210 -1.784 0.670
H -5.765 -1.304 1.546
O -5.422 -1.562 -0.476
C -4.103 -1.908 -0.416
C -3.307 -1.477 -1.473
C -1.949 -1.726 -1.500
C -1.360 -2.433 -0.459
C -2.157 -2.894 0.584
C -3.513 -2.635 0.612
H -4.094 -2.995 1.445
H -1.693 -3.457 1.378
O -0.023 -2.740 -0.361
C 0.845 -2.360 -1.408
C 1.170 -0.905 -1.353
N 0.457 0.055 -1.872
N 1.016 1.227 -1.548
C 2.056 0.979 -0.803
N 2.215 -0.373 -0.646
C 3.220 -1.026 0.091
C 3.338 -0.809 1.458
C 4.337 -1.446 2.172
C 5.221 -2.300 1.534
C 5.115 -2.524 0.172
C 4.119 -1.882 -0.537
F 4.017 -2.089 -1.868
H 5.794 -3.179 -0.350
H 5.999 -2.795 2.094
H 4.424 -1.273 3.233
H 2.642 -0.139 1.938
S 3.145 2.141 -0.117
C 1.997 3.385 0.601
C 0.645 3.448 -0.066
O 0.462 4.341 -0.890
C -0.394 2.522 0.347
C -1.653 2.575 -0.283
N -1.899 3.475 -1.226
H -2.731 3.443 -1.786
H -1.077 4.041 -1.484
N -2.654 1.733 0.098
C -2.513 0.808 1.129
O -3.462 0.176 1.539
N -1.254 0.681 1.635
C -0.149 1.465 1.292
O 0.920 1.193 1.817
C -1.018 -0.360 2.620
H -0.537 0.074 3.496
H -1.976 -0.799 2.883
H -0.362 -1.121 2.197
C -3.951 1.800 -0.546
H -3.856 1.598 -1.613
H -4.574 1.028 -0.100
H -4.415 2.775 -0.381
H 1.919 3.147 1.660
H 2.501 4.339 0.446
H 0.418 -2.603 -2.387
H 1.748 -2.956 -1.253
H -1.361 -1.333 -2.313
H -3.774 -0.934 -2.280
H -6.349 -2.853 0.864
H -7.178 -1.333 0.455

**Net charge**: 0
**Structure (SMILES)**: COc1ccc(OCc2nnc(SCC(=O)c3c(N)n(C)c(=O)n(C)c3=O)n2-c2ccccc2F)cc1
**HOMO**: -0.289 Eh
**Relative energy (zero: lowest compared OMol25 entry of this formula, charge and spin)**: 0.0 kJ/mol
**Total energy**: -2131.207783 Eh

Atomic partial charges in e from the Löwdin method, atoms 1 to 5: -0.088 0.090 -0.096 -0.306 -0.010



Entry 4:
Computed, not measured: C49H42CdCl5NO7P2 as an isolated structure in a non-equilibrium geometry, with ωB97M-V/def2-TZVPD.

Positions of all 107 atoms, in Å:
Cd -0.057 0.425 0.220
O -0.116 0.481 2.576
P -0.286 -0.534 3.631
C -2.001 -1.230 3.563
P -2.051 -2.082 1.905
O -0.842 -1.813 1.114
C -3.542 -1.531 1.014
C -4.808 -1.437 1.577
C -5.881 -1.038 0.802
C -5.695 -0.714 -0.532
C -4.432 -0.793 -1.093
C -3.359 -1.215 -0.328
C -2.232 -3.851 2.292
C -3.376 -4.376 2.880
C -3.460 -5.730 3.146
C -2.398 -6.563 2.826
C -1.255 -6.043 2.240
C -1.174 -4.688 1.968
C -0.093 0.284 5.249
C -0.109 1.673 5.220
C 0.049 2.400 6.384
C 0.250 1.736 7.582
C 0.291 0.352 7.615
C 0.115 -0.378 6.452
C 0.817 -1.966 3.541
C 0.610 -3.112 4.300
C 1.435 -4.206 4.121
C 2.447 -4.169 3.175
C 2.649 -3.028 2.417
C 1.846 -1.919 2.611
H -2.700 -0.394 3.587
H -2.230 -1.909 4.384
H -4.954 -1.658 2.623
H -6.864 -0.975 1.242
H -6.535 -0.388 -1.127
H -4.277 -0.527 -2.127
H -2.374 -1.298 -0.766
H -4.208 -3.732 3.123
H -4.352 -6.139 3.603
H -2.463 -7.620 3.039
H -0.427 -6.692 1.993
H -0.292 -4.268 1.506
H -0.229 2.172 4.270
H 0.033 3.478 6.357
H 0.394 2.298 8.491
H 0.467 -0.158 8.551
H 0.155 -1.456 6.484
H -0.206 -3.163 5.009
H 1.269 -5.102 4.700
H 3.066 -5.038 3.013
H 3.392 -3.005 1.637
H 1.976 -1.040 1.995
C 0.224 -3.512 -1.838
C 0.717 -2.068 -1.926
C 1.407 -1.798 -3.261
O -0.410 -1.189 -1.773
C 1.794 -1.789 -0.810
O 2.635 -2.660 -0.636
O 1.749 -0.660 -0.247
H -0.301 -3.799 -2.748
H -0.453 -3.604 -0.992
H 1.076 -4.167 -1.678
H 0.773 -2.093 -4.099
H 2.330 -2.369 -3.309
H 1.657 -0.740 -3.342
H -0.498 -0.685 -2.592
C -3.442 5.054 2.434
O -3.544 4.580 1.112
C -2.499 4.738 0.258
C -1.282 5.314 0.609
C -0.350 5.640 -0.356
C -0.616 5.399 -1.695
C -1.781 4.748 -2.048
C -2.715 4.370 -1.086
N -3.890 3.765 -1.530
C -4.763 3.006 -0.865
C -4.584 2.354 0.345
C -5.734 2.079 1.134
C -5.631 1.711 2.438
C -4.353 1.571 3.028
C -3.228 1.697 2.283
C -3.271 1.985 0.874
O -2.259 1.906 0.156
H -4.437 4.927 2.859
H -3.169 6.113 2.458
H -2.722 4.472 3.014
H -1.071 5.538 1.643
H 0.579 6.102 -0.058
H 0.079 5.715 -2.455
H -1.982 4.520 -3.085
H -4.115 3.986 -2.494
H -5.745 2.952 -1.325
H -6.704 2.265 0.695
H -6.511 1.546 3.041
H -4.293 1.362 4.089
H -2.238 1.610 2.708
Cl 2.007 2.405 1.702
C 1.822 2.818 0.054
C 0.803 2.180 -0.640
C 0.681 2.513 -1.978
Cl -0.605 1.783 -2.841
C 1.528 3.407 -2.623
Cl 1.356 3.756 -4.298
C 2.537 4.026 -1.891
Cl 3.594 5.148 -2.647
C 2.680 3.739 -0.537
Cl 3.923 4.493 0.372

**Net charge**: 0
**HOMO**: -0.289 Eh
**Relative energy (zero: lowest compared OMol25 entry of this formula, charge and spin)**: 42.6 kJ/mol
**Total energy**: -5625.383810 Eh

Atomic partial charges in e from the Löwdin method, atoms 1 to 5: 1.436 -0.462 0.738 -0.242 0.761